# C4H8N4OS

One molecule with the formula C4H8N4OS at a distorted geometry (ωB97M-V/def2-TZVPD, OMol25).

The value obtained for the LUMO energy is 0.68 eV. The value obtained for the total energy is -23116.97302 eV. For the HOMO-LUMO gap, the calculation gives 8.84 eV.

CARTESIAN COORDINATES (ANGSTROEM)
C: 0.43874 0.24854 -1.08649
C: -1.01333 0.19920 -0.58646
C: 1.06069 -0.84433 -0.33736
C: -0.78232 -0.21073 0.87283
N: -1.80405 -0.52729 1.81038
N: -2.17121 0.29093 2.60587
N: 0.28862 -0.99980 0.92442
N: -1.68599 1.54212 2.67501
O: 0.92884 1.20151 2.60564
S: -0.06681 1.73992 1.72827
H: 0.38430 0.27221 -2.16273
H: 0.98599 1.10128 -0.73669
H: -1.41121 1.19159 -0.54830
H: -1.57450 -0.61386 -1.04100
H: 1.09697 -1.87404 -0.80316
H: 2.09700 -0.49107 -0.11397
H: 0.78281 -0.79994 1.85517
H: -2.34281 2.22015 2.88604